{
  "formula": "C53H41AuF9O2P3",
  "method": "wB97M-V/def2-TZVPD",
  "symbols": ["Au", "O", "P", "C", "P", "O", "C", "C", "C", "C", "C", "C", "C", "C", "C", "C", "C", "C", "C", "C", "C", "C", "C", "C", "C", "C", "C", "C", "C", "C", "H", "H", "H", "H", "H", "H", "H", "H", "H", "H", "H", "H", "H", "H", "H", "H", "H", "H", "H", "H", "H", "H", "C", "C", "C", "C", "C", "C", "C", "H", "H", "H", "H", "H", "H", "H", "F", "C", "F", "F", "C", "C", "C", "C", "C", "C", "P", "C", "C", "C", "C", "C", "C", "C", "F", "F", "F", "C", "C", "C", "C", "C", "C", "C", "F", "F", "F", "H", "H", "H", "H", "H", "H", "H", "H", "H", "H", "H", "H"],
  "coordinates": [[-0.191, 0.563, 0.215], [-0.740, -1.594, -0.732], [-0.117, -2.436, -1.790], [1.642, -2.818, -1.397], [2.598, -1.243, -1.405], [1.925, -0.173, -0.627], [2.952, -0.751, -3.111], [2.873, 0.606, -3.414], [3.197, 1.047, -4.683], [3.613, 0.136, -5.646], [3.694, -1.216, -5.344], [3.380, -1.663, -4.075], [4.177, -1.695, -0.621], [4.680, -0.810, 0.322], [5.870, -1.107, 0.964], [6.552, -2.273, 0.657], [6.048, -3.151, -0.290], [4.860, -2.860, -0.942], [-0.965, -4.045, -1.900], [-0.683, -5.017, -0.946], [-1.334, -6.236, -1.003], [-2.290, -6.464, -1.980], [-2.586, -5.485, -2.915], [-1.937, -4.262, -2.870], [-0.102, -1.696, -3.434], [-0.555, -0.395, -3.612], [-0.564, 0.166, -4.876], [-0.130, -0.579, -5.962], [0.321, -1.880, -5.787], [0.336, -2.443, -4.526], [2.042, -3.548, -2.097], [1.701, -3.216, -0.379], [2.558, 1.298, -2.647], [3.140, 2.097, -4.923], [3.894, 0.485, -6.627], [4.022, -1.916, -6.097], [3.474, -2.713, -3.839], [4.134, 0.096, 0.539], [6.274, -0.424, 1.695], [7.486, -2.492, 1.155], [6.582, -4.059, -0.529], [4.482, -3.542, -1.689], [0.042, -4.826, -0.167], [-1.105, -7.005, -0.281], [-2.830, -7.398, -1.991], [-3.332, -5.671, -3.672], [-2.178, -3.490, -3.587], [-0.900, 0.157, -2.750], [-0.924, 1.173, -5.022], [-0.164, -0.153, -6.953], [0.641, -2.456, -6.641], [0.663, -3.464, -4.386], [-1.566, 2.072, -0.672], [-2.557, 2.429, 0.300], [-3.658, 1.576, 0.565], [-4.619, 1.927, 1.481], [-4.518, 3.133, 2.173], [-3.455, 3.997, 1.916], [-2.486, 3.654, 1.004], [-0.926, 2.880, -1.000], [-1.936, 1.461, -1.484], [-3.746, 0.651, 0.013], [-5.466, 1.284, 1.668], [-5.276, 3.414, 2.886], [-3.402, 4.942, 2.434], [-1.688, 4.345, 0.776], [-0.144, 5.291, 6.893], [-0.207, 5.397, 5.570], [0.759, 6.237, 5.183], [-1.377, 5.988, 5.270], [-0.098, 4.067, 4.858], [-0.065, 4.077, 3.470], [-0.005, 2.879, 2.783], [0.030, 1.680, 3.484], [0.031, 1.678, 4.876], [-0.045, 2.874, 5.566], [0.091, 0.122, 2.549], [-1.292, -0.884, 3.151], [-1.330, -1.298, 4.481], [-2.455, -1.935, 4.967], [-3.511, -2.206, 4.109], [-3.446, -1.864, 2.764], [-2.339, -1.188, 2.287], [-4.770, -2.851, 4.642], [-4.591, -3.419, 5.833], [-5.235, -3.791, 3.812], [-5.743, -1.936, 4.779], [1.587, -0.688, 3.146], [1.640, -2.081, 3.198], [2.798, -2.702, 3.620], [3.904, -1.932, 3.961], [3.863, -0.545, 3.894], [2.704, 0.080, 3.474], [5.165, -2.644, 4.395], [6.245, -1.864, 4.296], [5.090, -3.070, 5.657], [5.394, -3.724, 3.628], [-0.086, 5.018, 2.944], [0.032, 2.853, 1.703], [0.103, 0.755, 5.427], [-0.067, 2.878, 6.646], [-0.486, -1.140, 5.134], [-2.510, -2.218, 6.007], [-4.259, -2.123, 2.103], [-2.265, -0.917, 1.243], [0.772, -2.664, 2.924], [2.855, -3.778, 3.684], [4.731, 0.037, 4.164], [2.658, 1.158, 3.411]],
  "forces_ev_per_a": [[0.77, -0.91, -0.66], [-0.45, 1.17, 0.64], [0.23, -1.64, -0.81], [-0.47, 0.92, -0.11], [1.53, -1.49, -0.54], [-0.84, 1.08, 0.51], [-0.05, -0.09, 0.38], [-0.11, -0.21, 0.12], [0.14, -0.07, -0.19], [-0.02, 0.05, 0.11], [0.16, 0.08, -0.02], [-0.02, 0.19, 0.16], [-0.77, 0.33, -0.33], [0.01, -0.07, 0.03], [0.04, 0.08, -0.01], [0.09, 0.00, 0.08], [-0.01, -0.05, -0.12], [0.12, -0.06, 0.13], [0.39, 0.87, -0.02], [0.08, -0.11, -0.13], [-0.02, 0.04, 0.15], [-0.06, 0.00, 0.03], [-0.13, 0.05, 0.02], [0.10, -0.12, -0.04], [-0.19, -0.21, 0.31], [0.09, -0.21, 0.04], [-0.04, 0.03, -0.07], [-0.06, 0.00, 0.09], [-0.07, 0.01, -0.05], [-0.16, 0.06, 0.13], [0.05, -0.04, -0.08], [0.01, 0.01, -0.09], [-0.03, 0.09, 0.03], [0.01, 0.10, -0.02], [-0.03, 0.02, -0.12], [0.05, -0.08, -0.07], [-0.02, -0.14, -0.01], [-0.01, 0.08, 0.09], [0.06, 0.07, 0.08], [0.01, -0.05, 0.02], [0.05, -0.05, -0.01], [-0.05, -0.10, -0.07], [0.08, -0.06, 0.03], [-0.01, -0.06, 0.09], [0.04, -0.13, -0.09], [-0.10, 0.00, -0.07], [0.02, 0.01, -0.09], [-0.05, 0.07, 0.02], [-0.02, 0.09, -0.02], [0.04, 0.07, -0.10], [0.06, -0.07, -0.08], [0.04, -0.09, -0.04], [-1.38, 0.78, 1.15], [0.43, -0.22, -0.39], [-0.27, -0.12, -0.05], [0.00, -0.26, -0.09], [0.23, 0.03, -0.22], [0.23, 0.15, -0.03], [-0.10, 0.27, 0.09], [0.54, -0.06, 0.20], [0.20, -0.72, 0.01], [0.00, -0.12, -0.04], [-0.02, -0.12, -0.03], [-0.11, 0.01, 0.11], [0.04, 0.12, 0.04], [0.12, 0.06, 0.03], [0.03, -0.23, 0.15], [-0.07, 0.16, 0.02], [0.17, 0.00, -0.14], [-0.18, -0.01, -0.11], [0.00, 0.06, -0.03], [0.02, -0.02, 0.26], [0.08, -0.06, 0.15], [0.06, -0.22, -0.20], [-0.01, 0.14, -0.11], [-0.01, 0.13, -0.01], [-0.66, 0.83, 0.70], [0.20, 0.02, -0.27], [-0.03, 0.00, -0.13], [-0.07, -0.03, 0.00], [-0.06, -0.03, 0.00], [-0.08, -0.03, 0.20], [0.10, 0.00, 0.11], [-0.18, -0.09, -0.01], [0.19, -0.02, 0.14], [0.07, -0.07, -0.20], [-0.04, 0.21, -0.03], [0.06, 0.04, -0.57], [-0.05, 0.11, -0.05], [0.18, 0.06, 0.06], [-0.01, -0.01, -0.05], [0.06, -0.21, 0.04], [-0.18, -0.03, 0.00], [0.23, -0.20, -0.10], [0.04, 0.27, -0.01], [-0.17, 0.04, 0.16], [-0.14, -0.03, -0.08], [0.02, 0.14, -0.09], [0.03, 0.10, 0.00], [-0.01, -0.02, 0.08], [0.04, 0.04, 0.04], [0.02, -0.01, 0.07], [-0.01, -0.09, 0.04], [-0.09, -0.03, -0.06], [-0.04, -0.06, -0.08], [-0.04, -0.10, 0.00], [-0.01, -0.09, -0.02], [0.07, 0.04, 0.01], [0.05, 0.06, 0.03]],
  "de_lowest_kcal_mol": 0.00,
  "homo_lumo_gap_ha": [0.1811, 0.1816],
  "lumo_ev": [-8.657, -8.644],
  "total_energy_ev": -115727.3059,
  "total_charge": 2
}